{"formula": "CN5O2", "method": "ωB97M-V/def2-TZVPD", "relative_energy_kj_mol": 721.1, "e_homo_ev": [-6.046, -4.428], "spin_multiplicity": 1, "total_charge": -1, "elements": ["N", "O", "N", "N", "N", "C", "O", "N"], "xyz": [[-1.978, -0.576, -0.177], [2.768, 2.463, -0.910], [-2.107, -1.492, 0.808], [0.030, -1.111, 0.752], [1.801, 1.826, -0.505], [-0.712, -0.446, -0.061], [1.158, 1.093, -1.267], [-0.959, -1.757, 1.360]], "atomic_forces_ev_per_a": [[-0.096, 0.306, -0.385], [-0.523, -0.389, -0.004], [-1.487, -0.516, 0.825], [0.614, 0.796, 0.002], [-0.079, -0.121, -0.015], [1.967, 1.654, -1.654], [-0.109, -0.013, 0.208], [-0.286, -1.718, 1.023]]}